Formula: C24H29N3O5S
Source: OMol25
Level of theory: wB97M-V/def2-TZVPD

Atoms and positions in Å:
O (1.35628, 2.38145, -0.80388)
C (0.37216, 1.69812, -0.60090)
N (-0.10711, 1.38265, 0.63088)
C (0.28868, 1.85739, 1.87528)
C (1.18586, 2.91230, 2.02603)
C (1.47027, 3.41331, 3.28132)
C (0.85328, 2.88503, 4.40359)
C (-0.00765, 1.81216, 4.26769)
C (-0.27040, 1.25595, 3.02097)
C (-1.19723, 0.09968, 2.86244)
O (-2.06179, 0.11110, 1.98297)
N (-1.05301, -0.97033, 3.67123)
C (0.07612, -1.24238, 4.53171)
C (-0.26279, -1.28319, 6.02635)
C (-1.47479, -2.14363, 6.38540)
C (-2.78848, -1.55084, 5.86687)
C (-3.16947, -2.00535, 4.45561)
C (-1.97834, -2.07444, 3.49550)
C (-0.40256, 1.09750, -1.73756)
C (-1.67126, 0.52863, -1.62358)
C (-2.30653, 0.00699, -2.73885)
C (-1.69189, 0.04722, -3.98058)
C (-0.44255, 0.62634, -4.09131)
S (0.35457, 0.73337, -5.69251)
O (-0.33793, -0.14754, -6.59577)
O (0.48792, 2.10959, -6.06545)
N (1.88051, 0.15825, -5.29393)
C (1.98165, -1.28713, -5.28487)
C (2.26372, -1.82619, -6.69159)
O (3.40185, -1.20808, -7.25269)
C (3.23170, 0.19092, -7.33723)
C (3.00369, 0.79813, -5.95155)
C (0.20092, 1.15197, -2.99293)
H (-0.93105, 0.78789, 0.69404)
H (1.63702, 3.34149, 1.14730)
H (2.15921, 4.23832, 3.38064)
H (1.04198, 3.30405, 5.38016)
H (-0.50738, 1.41595, 5.13782)
H (0.48210, -2.21971, 4.24061)
H (0.85156, -0.49422, 4.35706)
H (-0.44359, -0.27097, 6.39231)
H (0.61870, -1.66349, 6.54704)
H (-1.34513, -3.16031, 6.01153)
H (-1.52176, -2.20329, 7.47496)
H (-3.60291, -1.82507, 6.53996)
H (-2.71108, -0.46172, 5.88511)
H (-3.62415, -2.99696, 4.49355)
H (-3.91195, -1.31285, 4.05683)
H (-2.34669, -2.04663, 2.46638)
H (-1.42694, -3.00562, 3.64206)
H (-2.19346, 0.49423, -0.67847)
H (-3.28851, -0.42974, -2.63826)
H (-2.16032, -0.35524, -4.86483)
H (1.03891, -1.68508, -4.90800)
H (2.79431, -1.56235, -4.60454)
H (2.48224, -2.89506, -6.66217)
H (1.38285, -1.64239, -7.32200)
H (4.14339, 0.58100, -7.79254)
H (2.36682, 0.42741, -7.97545)
H (2.77025, 1.85916, -6.02915)
H (3.88797, 0.65317, -5.32284)
H (1.17219, 1.60905, -3.09778)

HOMO level (eV): -8.7
Structure (SMILES): O=C(Nc1ccccc1C(=O)N1CCCCCC1)c1cccc(S(=O)(=O)N2CCOCC2)c1
Energy relative to the best compared isomer or geometry (same formula, charge and spin) (eV): 1.3645